# 1
Entry from the OMol25 dataset: C35H29AlFN6O3S as an isolated structure (ωB97M-V with the def2-TZVPD basis set).

Each line ends with the Mulliken charge.
Element x y z (Å)
Al -0.10207 0.00476 0.32202  0.30
S 2.60171 7.15948 0.26489  0.18
N 2.87982 5.91353 1.24427  -0.68
C 2.09825 4.92447 0.84984  0.74
C 2.02564 3.61048 1.44413  0.27
C 2.73688 3.22038 2.58058  -0.65
C 2.56758 1.93932 3.06100  -1.08
C 1.72073 1.06665 2.38556  -0.24
N 1.04841 1.42412 1.29148  0.76
C 1.17070 2.68139 0.83995  0.14
C 0.33644 3.03152 -0.28963  -0.02
N -0.49470 2.07317 -0.71861  0.37
C -1.33648 2.36195 -1.69471  -0.43
C -1.39155 3.61692 -2.30254  -0.91
C -0.52879 4.60540 -1.88357  -0.70
C 0.36377 4.31656 -0.84659  0.39
C 1.28898 5.26794 -0.27921  0.73
N 1.48962 6.50530 -0.69614  -0.68
H 3.40136 3.92752 3.05911  0.57
H 3.08797 1.59914 3.94447  0.50
H 1.57994 0.04633 2.71314  0.59
H -1.98139 1.55362 -2.01909  0.50
H -2.10418 3.79371 -3.09518  0.46
H -0.52430 5.59029 -2.33089  0.56
C -3.30733 -1.77231 6.81802  -1.34
C -3.88814 -2.35061 5.53124  -0.29
C -5.40819 -2.31233 5.47112  -1.08
C -5.90815 -0.87399 5.46461  -1.19
C -5.22654 -0.08120 4.38157  0.98
C -5.81458 1.04650 3.85741  -0.68
C -5.18817 1.76429 2.84078  -0.19
F -5.79852 2.85678 2.36503  -0.35
C -3.99023 1.37767 2.31392  -0.68
C -3.36841 0.23211 2.82795  0.78
C -2.10413 -0.20126 2.27144  1.08
O -1.58501 0.47688 1.32211  -0.45
C -1.51520 -1.34960 2.84332  0.22
C -2.16563 -1.99661 3.86702  -0.36
N -3.33767 -1.61776 4.36618  0.13
C -3.97775 -0.49393 3.86868  -1.03
C -0.18023 -1.91497 2.41256  0.06
O 0.26585 -2.88675 2.97983  -0.72
O 0.42330 -1.28048 1.44912  -0.31
H -3.73988 -2.27644 7.68191  0.39
H -3.51293 -0.70487 6.90151  0.38
H -2.22696 -1.91417 6.84555  0.39
H -3.55546 -3.38192 5.41505  0.51
H -5.81093 -2.85741 6.32389  0.43
H -5.74146 -2.82652 4.56677  0.36
H -5.72177 -0.40444 6.43402  0.37
H -6.98661 -0.84661 5.31066  0.49
H -6.77636 1.38766 4.21909  0.54
H -3.52270 1.92997 1.51173  0.72
H -1.69723 -2.87460 4.29541  0.64
C 2.09217 0.80438 -1.83546  -1.17
N 1.84454 -0.32327 -0.92806  0.66
C 3.05122 -0.57633 -0.12732  -1.21
C 1.52655 -1.52606 -1.74387  -1.46
C 0.06017 -1.59181 -2.10362  0.79
C -0.38295 -2.34040 -3.18839  -0.85
C -1.73868 -2.43007 -3.46479  -0.71
C -2.64976 -1.77299 -2.64696  -0.83
C -2.18881 -1.02473 -1.57214  -0.34
C -0.82264 -0.91102 -1.28105  -0.15
H 2.89257 0.57992 -2.54960  0.43
H 2.39027 1.68261 -1.26374  0.37
H 1.18444 1.03139 -2.39762  0.35
H 3.89511 -0.87316 -0.76119  0.43
H 2.84939 -1.36518 0.59254  0.36
H 3.34502 0.32899 0.40380  0.32
H 1.81687 -2.42301 -1.19307  0.41
H 2.12855 -1.50454 -2.66076  0.45
H 0.33378 -2.85048 -3.82384  0.45
H -2.08392 -3.00760 -4.31239  0.39
H -3.71213 -1.85336 -2.84277  0.45
H -2.91728 -0.54179 -0.92328  0.37

Cartesian forces (eV/Å) of the 3 atoms listed first:
Al 0.2668 0.5557 -1.1848
S 0.0035 -0.0103 -0.0037
N 0.0762 -0.0475 0.1542

Properties
lowest unoccupied orbital energy	-3.33	eV
energy relative to the best compared isomer or geometry (same formula, charge and spin)	0.0	kJ/mol
total charge	+1

# 2
Entry from the OMol25 dataset: C35H29AsFN2OPtS as an isolated structure (ωB97M-V with the def2-TZVPD basis set).

Each line ends with the Mulliken charge.
Element x y z (Å)
Pt 0.22743 0.73713 0.03476  1.19
N 1.25373 2.01373 4.05486  -0.44
C 1.23453 1.45983 2.83266  0.72
O 0.31673 0.72353 2.48886  -0.61
C 2.41133 1.78163 1.93886  -0.84
C 2.37133 0.95783 0.66196  -1.52
H 0.49783 1.82283 4.69456  0.26
H 1.98693 2.64033 4.33616  0.19
H 3.32583 1.58273 2.51126  0.55
H 2.38833 2.84893 1.70966  0.37
H 2.80153 -0.03357 0.84206  0.62
H 2.91883 1.44903 -0.14124  0.47
N -4.99477 6.17213 1.86176  -0.58
C -4.47217 5.25753 1.39436  0.08
C -3.83057 4.14853 0.83316  0.41
C -3.03317 3.29683 1.62476  -0.74
C -2.36767 2.24503 1.06236  -0.37
C -2.43667 1.99423 -0.34204  1.26
C -3.32467 2.80953 -1.10594  -1.08
C -3.98627 3.85493 -0.53814  -0.83
H -2.95807 3.49423 2.68566  0.47
H -1.77037 1.57293 1.67636  0.49
H -3.43027 2.58693 -2.15744  0.36
H -4.62997 4.48133 -1.13864  0.47
C 3.26093 -5.99887 -0.08474  -0.45
C 3.87233 -4.81907 -0.47504  -0.77
C 3.13873 -3.64707 -0.50704  -0.29
C 1.79633 -3.64857 -0.15754  0.22
C 1.17973 -4.83517 0.21156  -0.08
C 1.91473 -6.00927 0.24206  -0.75
As 0.86373 -1.84637 -0.21824  -0.08
C 0.24873 -2.07877 -2.03864  0.81
C 0.81083 -1.28657 -3.03454  -0.45
C 0.54773 -1.55297 -4.36544  -0.30
C -0.27647 -2.61327 -4.70704  -0.54
C -0.85487 -3.39137 -3.71814  -0.70
C -0.59267 -3.12657 -2.38574  -0.36
C -0.58127 -2.25637 1.00156  0.70
C -0.24327 -2.76387 2.25546  -0.65
C -1.21847 -2.96397 3.21556  -0.78
C -2.53517 -2.63487 2.93836  -0.52
C -2.87727 -2.12547 1.69496  -0.73
C -1.90547 -1.93447 0.72726  -0.28
H 3.83443 -6.91177 -0.02894  0.39
H 4.91813 -4.80807 -0.74394  0.40
H 3.59913 -2.70777 -0.80394  0.30
H 0.12763 -4.85467 0.47426  0.34
H 1.43433 -6.93577 0.52686  0.39
H 1.44973 -0.45467 -2.74724  0.14
H 0.98153 -0.93807 -5.13954  0.42
H -0.47107 -2.83447 -5.74564  0.38
H -1.50797 -4.21137 -3.98314  0.42
H -1.03757 -3.73757 -1.60634  0.30
H 0.79413 -3.01397 2.46436  0.53
H -0.95637 -3.36817 4.18306  0.42
H -3.29607 -2.77337 3.69396  0.40
H -3.90627 -1.87337 1.48416  0.47
H -2.16327 -1.54347 -0.25254  0.30
F 1.88833 6.76283 -1.39574  -0.35
C 1.46193 5.49563 -1.17014  0.22
C 0.67243 5.24593 -0.06374  -0.66
C 0.28943 3.93633 0.19346  0.25
C 0.67483 2.91603 -0.65954  -0.44
C 1.42643 3.19593 -1.78664  -0.25
C 1.83633 4.49613 -2.04894  -0.53
H 0.36123 6.05883 0.57656  0.47
H -0.32327 3.73543 1.06256  0.40
H 1.69833 2.40933 -2.47704  0.38
H 2.43243 4.73653 -2.91714  0.47
S -1.63007 0.58663 -2.55914  -0.18
C -1.63747 1.02593 -0.94494  -0.26

Cartesian forces (eV/Å) of the 3 atoms listed first:
Pt 0.8506 0.0294 0.4686
N -0.1773 -0.0243 0.2498
C 0.7843 0.4667 0.2474

Properties
lowest unoccupied orbital energy (spin up / spin down)	0.12 / -2.69	eV
⟨S²⟩	8.8143
energy relative to the best compared isomer or geometry (same formula, charge and spin)	53.2	kJ/mol
total charge	0
multiplicity	6

# 3
Entry from the OMol25 dataset: C35H29BrF2N8O2Y as an isolated structure (ωB97M-V with the def2-TZVPD basis set).

Each line ends with the Mulliken charge.
Element x y z (Å)
Y -0.12440 -0.23860 -0.05085  -1.26
N -1.68222 -1.15037 2.73406  -0.12
C -0.94268 -0.06342 3.16460  0.36
N -0.95578 0.13763 4.47285  -0.80
C -0.20152 1.20959 4.85310  0.22
N -0.30238 1.51535 6.20050  -0.47
N 0.49698 1.98619 4.09437  -0.55
C 0.52073 1.67338 2.73931  -0.37
N -0.26354 0.61424 2.23384  0.69
C 1.36428 2.38702 1.94561  -0.06
C 2.34062 3.34004 2.45465  -1.19
C 3.52860 3.45393 1.82904  -0.83
C 3.77724 2.69959 0.62040  -1.20
C 2.71040 2.13681 -0.00252  -0.20
N 1.45825 2.14491 0.53786  3.01
H -2.29926 -1.48672 3.45682  0.30
H -2.13873 -1.04570 1.83688  -0.03
H -0.53826 0.72002 6.77000  0.26
H 0.45077 2.08989 6.54034  0.27
H 2.10790 3.90558 3.34573  0.52
H 4.28395 4.13803 2.19943  0.37
H 4.75459 2.65643 0.16088  0.43
H 2.78434 1.71424 -0.99819  0.43
F -5.78699 0.67585 -0.69028  -0.36
C -4.80839 -0.25331 -0.62370  0.16
C -3.49734 0.14055 -0.44448  0.18
C -2.47286 -0.80743 -0.36636  -0.07
C -2.82103 -2.17290 -0.47844  0.78
C -4.16310 -2.51218 -0.65267  0.51
F -4.56684 -3.80947 -0.72812  -0.38
C -5.17531 -1.57870 -0.72685  -0.82
C -1.74287 -3.19102 -0.38722  0.55
C -1.86658 -4.50457 -0.85192  -1.20
C -0.81019 -5.38169 -0.70836  -0.28
C 0.35828 -4.95367 -0.09859  -1.14
C 0.42036 -3.63313 0.30597  0.14
N -0.58546 -2.77457 0.15874  0.39
H -3.29484 1.20259 -0.35820  0.53
H -6.20486 -1.88037 -0.84999  0.50
H -2.77599 -4.82507 -1.32960  0.48
H -0.90100 -6.39600 -1.07640  0.41
H 1.20530 -5.60921 0.04452  0.42
H 1.31560 -3.23505 0.76948  0.25
Br 2.59083 -1.11992 2.57230  -0.03
C 3.20684 -0.90968 0.80408  0.04
C 4.56733 -0.80123 0.57316  -0.77
C 4.99752 -0.72242 -0.74323  -0.44
C 4.06578 -0.75740 -1.76727  -0.67
C 2.72331 -0.84094 -1.43543  0.43
N 2.29976 -0.90744 -0.16038  0.73
C 1.65910 -0.91527 -2.54315  0.31
O 2.05488 -1.06891 -3.68739  -0.77
O 0.45789 -0.84113 -2.12502  -0.80
H 5.25178 -0.77745 1.40715  0.47
H 6.05393 -0.63416 -0.96108  0.41
H 4.32659 -0.72314 -2.81443  0.56
C -1.15929 2.80122 -2.18218  -2.24
C 0.12812 3.19109 -1.44668  3.45
C 1.24898 3.12814 -2.49223  -1.89
C 0.24223 2.13907 -0.31449  -1.87
C 0.04266 4.60341 -0.87261  -0.22
C 1.15220 5.16185 -0.23002  -0.04
C 1.08694 6.40886 0.36789  -0.84
C -0.08753 7.14629 0.33161  -0.49
C -1.19320 6.61465 -0.30961  -0.80
C -1.12702 5.36005 -0.90115  -0.44
H -1.03532 1.80814 -2.61915  0.26
H -1.39035 3.50162 -2.98989  0.58
H -2.01683 2.76831 -1.50713  0.30
H 1.38339 2.09966 -2.83781  0.21
H 2.20174 3.49546 -2.11415  0.39
H 0.98296 3.74474 -3.35532  0.52
H -0.53880 2.44192 0.40230  0.13
H 2.07967 4.60848 -0.17920  0.22
H 1.96067 6.79767 0.87707  0.39
H -0.14075 8.11975 0.80362  0.37
H -2.12080 7.17359 -0.34902  0.38
H -2.01158 4.97078 -1.38600  0.33

Cartesian forces (eV/Å) of the 3 atoms listed first:
Y 0.3249 0.5908 0.3436
N -0.0406 0.0212 0.0371
C 0.0275 -0.1259 0.0267

Properties
lowest unoccupied orbital energy	2.22	eV
energy relative to the best compared isomer or geometry (same formula, charge and spin)	33.8	kJ/mol
total charge	-1

> The lowest total charge belongs to which entry?

C35H29BrF2N8O2Y